[1]
Formula: C26H31BrCoN2O3PS2
Source: the Open Molecules 2025 dataset
Level of theory: ωB97M-V with the def2-TZVPD basis set

Positions of all 67 atoms, in Å:
Co1 -0.102 0.357 0.567
C1 0.998 1.496 3.608
N1 0.437 0.274 3.014
C2 1.333 -0.852 3.208
C3 2.520 -0.802 2.227
N2 2.232 -0.221 0.893
C4 3.022 0.988 0.664
C5 2.343 -1.192 -0.166
C6 3.442 -1.236 -1.014
C7 3.546 -2.197 -2.011
C8 2.541 -3.140 -2.157
C9 1.433 -3.102 -1.327
C10 1.303 -2.133 -0.325
S1 -0.135 -2.099 0.663
C11 -0.885 0.094 3.549
C12 -1.149 -0.751 4.617
C13 -2.419 -0.815 5.179
C14 -3.431 -0.012 4.675
C15 -3.183 0.815 3.592
C16 -1.919 0.870 2.990
S2 -1.650 1.843 1.565
H1 0.984 1.440 4.706
H2 0.414 2.357 3.287
H3 2.030 1.631 3.288
H4 0.772 -1.760 3.024
H5 1.734 -0.879 4.235
H6 2.893 -1.822 2.113
H7 3.327 -0.215 2.675
H8 4.096 0.820 0.822
H9 2.692 1.769 1.346
H10 2.842 1.346 -0.346
H11 4.237 -0.509 -0.912
H12 4.412 -2.204 -2.661
H13 2.614 -3.898 -2.929
H14 0.626 -3.813 -1.447
H15 -0.362 -1.367 5.033
H16 -2.605 -1.486 6.009
H17 -4.418 -0.038 5.123
H18 -3.971 1.424 3.167
Br1 0.404 4.615 -3.964
C17 0.987 2.808 -4.103
C18 1.684 2.466 -5.253
C19 2.150 1.171 -5.415
C20 1.923 0.226 -4.426
C21 1.243 0.584 -3.275
C22 0.766 1.880 -3.087
C23 0.037 2.172 -1.771
O1 -1.000 2.819 -1.789
O2 0.603 1.597 -0.781
H19 1.854 3.212 -6.018
H20 2.683 0.907 -6.321
H21 2.280 -0.790 -4.544
H22 1.060 -0.142 -2.492
C24 -3.493 -1.220 -2.623
P1 -2.959 -0.245 -1.181
C25 -3.810 1.345 -1.343
C26 -3.647 -1.125 0.245
O3 -1.477 -0.129 -1.165
H23 -4.577 -1.344 -2.641
H24 -3.012 -2.196 -2.575
H25 -3.170 -0.704 -3.528
H26 -4.791 1.234 -1.809
H27 -3.154 1.980 -1.942
H28 -3.901 1.799 -0.358
H29 -4.690 -1.404 0.087
H30 -3.561 -0.488 1.124
H31 -3.031 -2.011 0.402

As for the expectation value of S²: 0.797. Its multiplicity is 2. The HOMO energy (alpha / beta) comes out at -4.13 / -4.10 eV. Its net charge is -1.

=====

[2]
Formula: C26H31CoF3N9O3SSe
Source: the Open Molecules 2025 dataset
Level of theory: ωB97M-V with the def2-TZVPD basis set

Positions of all 75 atoms, in Å:
Co1 -0.229 -0.748 0.633
N1 -1.751 2.713 -1.426
C1 -1.254 1.538 -0.978
S1 -1.214 1.331 0.768
N2 -0.882 0.666 -1.863
N3 -0.398 -0.485 -1.291
C2 0.131 -1.374 -2.049
C3 0.251 -1.276 -3.518
C4 -0.888 -1.225 -4.315
C5 -0.762 -1.159 -5.692
C6 0.500 -1.124 -6.271
C7 1.635 -1.160 -5.475
C8 1.517 -1.244 -4.095
C9 0.666 -2.549 -1.321
C10 1.212 -3.646 -1.962
C11 1.769 -4.657 -1.195
C12 1.759 -4.545 0.184
C13 1.155 -3.436 0.750
N4 0.604 -2.470 0.021
H1 -2.038 3.425 -0.783
H2 -1.734 2.902 -2.413
H3 -1.868 -1.232 -3.853
H4 -1.648 -1.128 -6.313
H5 0.596 -1.063 -7.347
H6 2.617 -1.122 -5.926
H7 2.392 -1.262 -3.458
H8 1.222 -3.688 -3.041
H9 2.220 -5.516 -1.674
H10 2.200 -5.298 0.819
H11 1.104 -3.326 1.826
F1 4.551 -1.229 1.146
C14 4.050 -0.037 0.777
F2 4.987 0.602 0.067
F3 3.850 0.670 1.905
C15 2.751 -0.242 -0.054
O1 2.895 -0.846 -1.108
O2 1.691 0.212 0.471
O3 -0.316 -1.364 3.399
N5 0.063 -0.958 2.396
C16 0.952 5.603 0.661
N6 0.124 5.216 1.801
C17 -0.780 6.053 2.408
C18 -1.354 5.355 3.414
N7 -0.786 4.104 3.410
C19 -1.137 3.048 4.352
C20 0.122 4.018 2.417
Se1 1.151 2.521 1.945
H12 1.490 6.514 0.911
H13 0.318 5.770 -0.208
H14 1.653 4.800 0.454
H15 -0.930 7.066 2.081
H16 -2.101 5.640 4.132
H17 -0.986 3.411 5.366
H18 -0.488 2.198 4.165
H19 -2.177 2.766 4.204
C21 -3.202 -1.268 1.910
C22 -4.582 -1.967 1.970
N8 -4.703 -2.955 0.904
C23 -3.652 -3.954 1.070
C24 -2.255 -3.288 1.035
N9 -2.378 -1.828 0.814
C25 -3.118 -1.629 -0.456
C26 -4.518 -2.281 -0.378
H20 -2.655 -1.402 2.844
H21 -3.299 -0.198 1.727
H22 -5.390 -1.242 1.862
H23 -4.722 -2.475 2.926
H24 -3.750 -4.691 0.271
H25 -3.817 -4.474 2.015
H26 -1.644 -3.699 0.232
H27 -1.715 -3.439 1.973
H28 -2.522 -2.071 -1.255
H29 -3.177 -0.556 -0.642
H30 -4.653 -3.013 -1.176
H31 -5.306 -1.534 -0.484

As for the expectation value of S²: 3.878. Its multiplicity is 4. The HOMO energy (alpha / beta) comes out at -10.28 / -10.64 eV. Its net charge is +1.